{"formula": "C25H33Cl3CrN6OSi", "method": "ωB97M-V/def2-TZVPD", "elements": ["Cr", "N", "C", "C", "C", "C", "C", "C", "C", "C", "C", "C", "C", "C", "H", "H", "H", "H", "H", "H", "H", "H", "H", "H", "C", "C", "O", "N", "C", "C", "C", "C", "C", "C", "N", "H", "H", "H", "H", "H", "H", "H", "H", "H", "H", "C", "N", "C", "C", "N", "N", "C", "C", "H", "H", "H", "H", "H", "H", "H", "H", "H", "H", "H", "H", "H", "Cl", "Si", "Cl", "Cl"], "positions_angstrom": [[0.397, -0.451, -0.090], [1.492, -0.524, -1.878], [2.930, -0.256, -1.796], [3.789, -1.076, -2.512], [5.156, -0.878, -2.451], [5.657, 0.155, -1.675], [4.791, 0.986, -0.990], [3.407, 0.812, -1.041], [2.512, 1.740, -0.307], [2.911, 3.074, -0.159], [2.140, 3.981, 0.544], [0.945, 3.567, 1.115], [0.531, 2.254, 0.952], [1.293, 1.322, 0.239], [1.385, -1.432, -2.329], [1.078, 0.161, -2.505], [3.386, -1.886, -3.106], [5.820, -1.533, -2.997], [6.725, 0.310, -1.598], [5.196, 1.773, -0.369], [3.832, 3.409, -0.618], [2.471, 5.007, 0.644], [0.337, 4.265, 1.678], [-0.409, 1.947, 1.397], [0.422, -0.772, 4.020], [-0.508, -1.074, 2.885], [-0.385, -0.548, 1.769], [-1.546, -1.877, 3.094], [-2.439, -2.240, 1.999], [-1.881, -3.264, 1.029], [-2.205, -4.601, 1.190], [-1.727, -5.531, 0.281], [-0.961, -5.087, -0.779], [-0.691, -3.732, -0.868], [-1.113, -2.827, 0.016], [1.312, -0.285, 3.629], [0.705, -1.684, 4.543], [-0.072, -0.101, 4.725], [-1.610, -2.363, 3.973], [-2.681, -1.326, 1.457], [-3.363, -2.611, 2.439], [-2.834, -4.908, 2.016], [-1.959, -6.582, 0.394], [-0.567, -5.768, -1.518], [-0.097, -3.355, -1.693], [-1.741, 3.817, -1.267], [-1.646, 2.404, -1.623], [-0.569, 2.101, -2.537], [-2.157, 1.444, -0.808], [-1.520, 0.330, -0.541], [-3.385, 1.711, -0.279], [-3.816, 1.134, 0.978], [-4.405, 2.454, -1.002], [-0.737, 4.205, -1.080], [-2.322, 3.943, -0.360], [-2.199, 4.394, -2.072], [-0.622, 2.789, -3.381], [-0.687, 1.086, -2.912], [0.406, 2.230, -2.051], [-2.131, -0.341, -0.090], [-2.968, 0.703, 1.508], [-4.581, 0.366, 0.828], [-4.242, 1.915, 1.611], [-4.079, 2.643, -2.020], [-4.637, 3.406, -0.518], [-5.320, 1.858, -1.037], [3.849, -1.503, 1.490], [2.027, -2.190, 0.778], [1.418, -3.455, 2.338], [2.492, -3.634, -0.698]], "de_lowest_kcal_mol": 0.00, "e_homo_ev": [-10.66, -10.78], "s_squared": 3.85, "charge": 1, "spin_multiplicity": 4, "total_energy_ha": -4090.801720, "lumo_ha": [-0.08800, -0.07945]}

{"formula": "C5H9IN", "method": "ωB97M-V/def2-TZVPD", "elements": ["C", "C", "C", "C", "C", "N", "I", "H", "H", "H", "H", "H", "H", "H", "H", "H"], "positions_angstrom": [[-1.264, -2.071, -0.022], [-2.025, -1.053, -0.014], [0.267, -1.776, 0.047], [0.473, -0.175, -0.058], [-0.747, 1.983, -0.281], [-0.472, 0.803, 0.521], [-3.667, 0.081, -0.169], [-1.617, -3.071, 0.285], [0.584, -2.070, 0.994], [0.877, -2.082, -0.767], [1.441, 0.031, 0.467], [0.604, 0.183, -1.163], [0.133, 2.586, -0.116], [-0.586, 1.760, -1.418], [-1.661, 2.459, -0.002], [-0.414, 0.920, 1.573]], "de_lowest_kcal_mol": 82.33, "e_homo_ev": [-13.36, -13.36], "charge": 1, "total_energy_ha": -547.958150, "lumo_ha": [-0.20787, -0.20786]}

{"formula": "C6H12S", "method": "ωB97M-V/def2-TZVPD", "elements": ["C", "S", "C", "C", "C", "C", "C", "H", "H", "H", "H", "H", "H", "H", "H", "H", "H", "H", "H"], "positions_angstrom": [[-0.595, -2.764, 0.726], [0.395, -1.393, 1.470], [-0.084, 0.100, 0.429], [-1.131, 0.968, 1.082], [-0.131, -0.194, -1.016], [1.073, 0.550, -0.475], [1.268, 2.016, -0.926], [0.084, -3.136, -0.084], [-1.561, -2.456, 0.559], [-0.553, -3.601, 1.529], [-1.783, 1.392, 0.307], [-0.449, 1.853, 1.316], [-1.631, 0.579, 1.994], [-0.835, 0.485, -1.527], [0.050, -1.188, -1.511], [2.061, -0.053, -0.528], [2.038, 2.383, -0.284], [0.273, 2.567, -1.015], [1.510, 1.893, -2.046]], "de_lowest_kcal_mol": 43.28, "e_homo_ev": -8.33, "smiles": "CS[C@]1(C)C[C@H]1C", "charge": 0, "total_energy_ha": -633.915679, "lumo_ha": 0.03551}

{"formula": "C8H11Cl2P", "method": "ωB97M-V/def2-TZVPD", "elements": ["C", "C", "C", "C", "P", "Cl", "Cl", "C", "C", "C", "C", "H", "H", "H", "H", "H", "H", "H", "H", "H", "H", "H"], "positions_angstrom": [[-2.075, 0.031, -1.375], [-0.925, -0.661, -0.582], [-0.581, -1.967, -0.550], [0.729, -2.068, 0.148], [1.812, -2.651, -1.302], [3.461, -3.098, -0.223], [1.120, -4.456, -1.748], [1.059, -0.716, 0.583], [2.350, -0.292, 1.256], [0.118, 0.113, 0.049], [0.090, 1.647, -0.076], [-2.727, -0.809, -1.521], [-1.677, 0.361, -2.294], [-2.566, 0.759, -0.833], [-1.001, -2.734, -1.054], [0.799, -3.061, 0.864], [2.921, -1.198, 1.470], [2.140, 0.226, 2.220], [2.943, 0.272, 0.554], [0.475, 1.804, -1.046], [0.579, 1.993, 0.776], [-0.938, 1.858, -0.079]], "de_lowest_kcal_mol": 0.00, "e_homo_ev": -8.36, "smiles": "CC1=C[C@@H](P(Cl)Cl)C(C)=C1C", "charge": 0, "total_energy_ha": -1573.162946, "lumo_ha": 0.02579}